Below is a cluster of 2 separate species, C5H16N4 in total at a distorted geometry, with properties calculated with ωB97M-V with the def2-TZVPD basis set.

The energy above the lowest of the compared OMol25 structures with the same formula, charge and spin is 64.4 kcal/mol. As for the SMILES: NC=C(N)N.CC(C)N. For the HOMO energy, the calculation gives -6.88 eV.

Structure (ORCA input):
```
! wB97M-V def2-TZVPD RIJCOSX def2/J DEFGRID3
* xyz 0 1
H -1.54599 2.72845 -1.48493
H 0.02454 -0.46941 -1.43772
H 0.07207 2.96531 1.08068
H 2.25546 -1.88192 -1.40627
C -0.15511 1.92944 0.82367
H -1.21533 1.79363 1.04241
N -0.60095 0.24240 -1.07666
C -0.05565 -1.44741 0.87448
C 1.22709 -1.65661 0.36942
H -0.09291 3.67891 -1.28971
H -1.61140 0.24459 -0.97603
H 0.73397 -0.85410 2.65204
H -0.18444 2.49608 -2.60070
H -1.15136 -2.45558 -0.47194
H -0.48008 -1.91219 2.81282
H 1.09540 -3.07647 -1.10997
H 1.19199 1.50342 -0.80351
N 1.36469 -2.10804 -0.98210
H 0.52991 1.33008 1.42056
C 0.12178 1.63262 -0.64348
H 2.10505 -1.63962 0.99847
C -0.45979 2.68936 -1.56612
N -0.16043 -1.12427 2.26241
N -1.06186 -2.41400 0.53578
H -1.94664 -2.19465 0.97640
*
```

Below is the molecule C3H4N2O3 at a distorted geometry, with properties calculated with ωB97M-V with the def2-TZVPD basis set.

The energy above the lowest of the compared OMol25 structures with the same formula, charge and spin is 80.5 kcal/mol. As for the SMILES: Nc1cc(=O)on1O. For the HOMO energy, the calculation gives -9.59 eV.

Structure (ORCA input):
```
! wB97M-V def2-TZVPD RIJCOSX def2/J DEFGRID3
* xyz 0 1
H 0.19501 0.96602 2.70525
C 0.63185 -1.12590 -0.58586
O -1.79942 0.83823 -0.14086
H -0.90304 1.91810 1.76008
C 0.86397 -0.70301 0.74370
H 1.63918 -1.11057 1.39053
C 0.22658 0.47726 0.81880
O 1.01193 -2.10483 -1.15884
N -0.34157 0.93305 -0.39603
N 0.00787 1.39512 1.82487
O -0.05359 -0.13834 -1.30254
H -2.20091 1.27877 -0.89967
*
```

Below is a cluster of 6 separate species, C6H24O6 in total at a distorted geometry, with properties calculated with ωB97M-V with the def2-TZVPD basis set.

The energy above the lowest of the compared OMol25 structures with the same formula, charge and spin is 82.1 kcal/mol. As for the SMILES: CO.CO.CO.CO.CO.CO. For the HOMO energy, the calculation gives -9.58 eV.

Structure (ORCA input):
```
! wB97M-V def2-TZVPD RIJCOSX def2/J DEFGRID3
* xyz 0 1
H 1.50559 0.00229 -2.78245
H -3.48794 0.23570 -1.87400
C 2.82765 1.42416 1.71931
H 0.71381 -1.88073 -0.27946
O 1.41653 1.37971 1.52325
C -1.41802 -4.13672 0.10660
H 3.14341 2.46060 1.73318
H 1.08867 0.48931 1.31748
H -0.39412 -2.97463 1.24253
O 0.15551 -0.79197 -1.47749
C -0.99361 3.97248 0.19358
H 1.89390 -3.52979 0.64371
H 1.57022 0.70596 -1.27386
O -1.95193 0.77839 -0.76646
C -3.18559 1.14401 -1.42955
C 2.06435 -2.47021 0.90892
H -1.13178 4.62297 1.01764
O 0.89308 -1.80802 0.70612
H -3.95078 1.44295 -0.69501
H -3.17665 1.96467 -2.18096
H 0.01655 2.60843 1.27524
H 3.10217 0.93608 2.63742
H -0.14861 4.42894 -0.42879
H -0.87256 -3.81789 -0.74975
O -0.72340 2.65988 0.63465
H -1.45064 1.54641 -0.39338
H -2.35908 -3.59741 0.12730
H 3.33070 0.86808 0.94936
H 2.82091 -2.11213 0.27227
O -0.67141 -3.90134 1.31346
H -0.69771 -0.45099 -1.10074
H -1.52823 -5.20440 0.01833
H -1.93445 3.94227 -0.39200
H 2.49243 -2.34610 1.85695
H 0.14098 1.05773 -2.34642
C 0.90007 0.35128 -2.02698
*
```